10 unconnected molecules or ions with the total composition C46H63BN9O6 at a distorted geometry. Source: OMol25; level of theory: wB97M-V/def2-TZVPD.

## Properties
Multiplicity ... 1
Charge ... -1
HOMO-LUMO gap ... 6.64 eV
HOMO level ... -0.1778 Ha

Last column: Löwdin charge in e.
Positions of all 125 atoms, in Å:
C: 3.8700 -4.2576 1.2669  -0.14
O: 4.1063 -3.7802 -0.0935  -0.24
C: 3.9739 -2.3230 0.0108  -0.23
C: 4.2741 -1.5627 -1.3602  -0.17
C: 4.8643 -0.0825 -1.1975  -0.15
C: 4.1288 0.8232 -0.0991  -0.29
C: 3.9044 2.3791 -0.6021  -0.14
O: 2.4654 2.6510 -0.6250  -0.07
B: 1.7987 1.3436 -0.5164  -0.78
C: 0.4377 1.2116 0.4191  0.01
C: -0.9217 1.3345 -0.3979  -0.32
O: -0.8758 1.6501 -1.6147  0.05
O: -2.1722 1.0787 0.2889  -0.01
C: -2.4219 -0.3245 0.2927  -0.40
C: -2.8256 -1.2190 -0.9779  0.00
O: -2.3244 -0.9140 1.4031  0.05
O: 2.7726 0.5381 0.2699  -0.11
H: 3.1079 -3.6099 1.8332  0.09
H: 3.4476 -5.3291 1.2837  0.09
H: 4.8497 -4.1772 1.8687  0.08
H: 2.8572 -2.1322 0.2475  0.13
H: 4.5392 -1.8912 0.9210  0.14
H: 3.3824 -1.5530 -2.0918  0.12
H: 5.0884 -2.1800 -1.9053  0.11
H: 5.9927 -0.1353 -1.0057  0.11
H: 4.7218 0.4477 -2.2153  0.11
H: 4.7398 0.8676 0.8693  0.13
H: 4.2182 2.9936 0.3217  0.11
H: 4.4908 2.7046 -1.5254  0.11
H: 1.7107 0.7136 -1.5266  0.10
H: 0.4674 0.1361 0.8482  0.12
H: 0.5240 1.9149 1.3147  0.12
H: -3.1217 -2.2680 -0.6064  0.09
H: -3.7100 -0.8310 -1.5819  0.08
H: -1.9274 -1.3624 -1.6891  0.10
N: -1.5520 3.9540 -4.9388  -0.01
C: -0.9760 4.8052 -5.8452  -0.17
C: 0.3761 4.8274 -5.6036  -0.13
C: 0.6256 3.9532 -4.5152  -0.10
C: -0.5818 3.4264 -4.1275  -0.12
H: -2.5350 3.7476 -4.8785  0.14
H: -1.5764 5.3206 -6.5798  0.09
H: 1.1053 5.4076 -6.1502  0.08
H: 1.5825 3.7332 -4.0654  0.10
H: -0.8343 2.7246 -3.3455  0.08
N: -6.7104 -0.3505 0.2521  0.01
C: -6.1084 0.7976 -0.1889  -0.13
C: -7.0753 1.5876 -0.7620  -0.11
C: -8.3056 0.8926 -0.6588  -0.11
C: -8.0502 -0.2987 -0.0263  -0.15
H: -6.2402 -1.1140 0.7109  0.15
H: -5.0477 0.9506 -0.0572  0.09
H: -6.9146 2.5590 -1.2056  0.09
H: -9.2712 1.2275 -1.0078  0.09
H: -8.7043 -1.1122 0.2483  0.08
N: 8.8860 -4.1885 1.5094  0.00
C: 7.7796 -4.9793 1.3509  -0.14
C: 7.5765 -5.6637 2.5246  -0.13
C: 8.5950 -5.2667 3.4264  -0.13
C: 9.3867 -4.3535 2.7736  -0.15
H: 9.2711 -3.5796 0.8060  0.15
H: 7.2346 -4.9878 0.4188  0.11
H: 6.7822 -6.3707 2.7136  0.09
H: 8.7330 -5.6105 4.4411  0.09
H: 10.2610 -3.8096 3.0980  0.10
N: 9.5436 -8.7662 3.0639  0.01
C: 8.4376 -9.5567 2.9060  -0.14
C: 8.2340 -10.2413 4.0793  -0.11
C: 9.2519 -9.8446 4.9809  -0.11
C: 10.0433 -8.9317 4.3276  -0.17
H: 9.9291 -8.1565 2.3602  0.14
H: 7.8929 -9.5651 1.9743  0.11
H: 7.4396 -10.9481 4.2679  0.09
H: 9.3900 -10.1881 5.9956  0.09
H: 10.9163 -8.3882 4.6518  0.08
N: -10.4784 -3.5718 0.2930  0.00
C: -11.2695 -4.5282 -0.2856  -0.14
C: -12.5616 -4.3172 0.1288  -0.12
C: -12.5514 -3.1882 0.9847  -0.12
C: -11.2535 -2.7473 1.0653  -0.15
H: -9.4828 -3.4873 0.1693  0.14
H: -10.8455 -5.2751 -0.9392  0.10
H: -13.4194 -4.9092 -0.1539  0.09
H: -13.4000 -2.7465 1.4858  0.09
H: -10.8152 -1.9213 1.6049  0.10
N: -4.2690 3.3954 2.2413  0.02
C: -4.6232 4.1266 1.1412  -0.14
C: -5.3650 5.2017 1.5670  -0.12
C: -5.4567 5.1186 2.9782  -0.11
C: -4.7683 3.9950 3.3663  -0.14
H: -3.7239 2.5470 2.2256  0.14
H: -4.3189 3.8189 0.1518  0.11
H: -5.7932 5.9641 0.9333  0.06
H: -5.9686 5.8045 3.6369  0.09
H: -4.5922 3.5711 4.3431  0.11
N: -4.7222 7.4013 -1.1197  0.01
C: -3.9653 8.4049 -1.6617  -0.13
C: -4.8106 9.2686 -2.3145  -0.11
C: -6.1271 8.7704 -2.1553  -0.12
C: -6.0417 7.6187 -1.4112  -0.15
H: -4.3636 6.6235 -0.5876  0.12
H: -2.8932 8.4170 -1.5378  0.11
H: -4.5142 10.1606 -2.8463  0.09
H: -7.0366 9.2065 -2.5416  0.06
H: -6.8042 6.9366 -1.0662  0.10
N: -8.9679 9.9466 -4.7574  0.00
C: -9.3222 10.6773 -5.8596  -0.14
C: -10.0642 11.7523 -5.4347  -0.12
C: -10.1560 11.6700 -4.0230  -0.12
C: -9.4677 10.5474 -3.6334  -0.15
H: -8.4233 9.0992 -4.7711  0.14
H: -9.0178 10.3695 -6.8484  0.10
H: -10.4923 12.5140 -6.0694  0.09
H: -10.6682 12.3563 -3.3650  0.09
H: -9.2919 10.1246 -2.6559  0.10
N: 13.6183 -8.7026 4.6038  0.00
C: 14.9675 -8.4728 4.6500  -0.14
C: 15.4133 -8.3069 3.3616  -0.12
C: 14.2904 -8.4358 2.5068  -0.11
C: 13.1965 -8.6765 3.3015  -0.14
H: 13.0280 -8.8649 5.4034  0.14
H: 15.4924 -8.4488 5.5928  0.10
H: 16.4341 -8.1131 3.0670  0.09
H: 14.2831 -8.3601 1.4295  0.09
H: 12.1598 -8.8325 3.0535  0.07

---

A molecular structure, C46H63MnN5O3P at a distorted geometry. Source: OMol25; level of theory: wB97M-V/def2-TZVPD.

## Properties
Multiplicity ... 5
Charge ... 0
HOMO-LUMO gap (alpha / beta) ... 5.49 / 5.64 eV
Relative energy (zero: lowest compared OMol25 entry of this formula, charge and spin) ... 0.0 kcal per mole
HOMO level (alpha / beta) ... -0.1901 / -0.1956 Ha

Last column: Löwdin spin population.
Positions of all 119 atoms, in Å:
Mn: -0.5405 0.3012 1.0076  4.08
C: -3.5032 1.2281 4.0561  -0.01
C: -2.3358 0.4963 3.4546  -0.04
N: -1.9909 0.7934 2.1631  0.00
N: -2.1351 2.1285 1.7436  0.03
C: -1.9608 2.2731 0.4730  0.02
O: -1.6639 1.2775 -0.3594  0.04
C: -2.0677 3.6457 -0.0849  0.00
C: -2.0751 3.8088 -1.4680  0.00
C: -2.1551 5.0770 -2.0304  0.00
C: -2.2275 6.1946 -1.2133  0.00
C: -2.2242 6.0352 0.1688  0.00
C: -2.1457 4.7728 0.7310  0.00
C: -1.7014 -0.5097 4.1039  0.02
C: -2.1897 -1.0831 5.3506  -0.02
C: -1.8462 -2.3103 5.7609  0.02
C: -0.9551 -3.1014 4.9302  -0.03
C: -0.3402 -2.5035 3.8991  0.02
N: -0.5363 -1.1658 3.5754  -0.02
H: -3.7102 2.1189 3.4675  0.00
H: -3.2915 1.5427 5.0789  0.00
H: -4.4096 0.6177 4.0745  0.00
H: -2.0220 2.9272 -2.0927  0.00
H: -2.1628 5.1876 -3.1073  0.00
H: -2.2856 7.1846 -1.6461  0.00
H: -2.2781 6.9037 0.8130  0.00
H: -2.1385 4.6367 1.8039  0.00
H: -2.9036 -0.5015 5.9181  0.00
H: -2.2549 -2.7218 6.6737  0.00
H: -0.7547 -4.1417 5.1367  0.00
H: 0.3578 -3.0463 3.2824  0.00
C: 1.1844 0.9752 4.4834  0.00
O: 0.6089 0.8630 3.1910  0.01
C: 0.3718 -0.4740 2.7123  -0.17
C: 1.6778 -1.2136 2.5386  -0.02
H: 1.0319 2.0028 4.8088  0.00
H: 2.2584 0.7581 4.4706  0.00
H: 0.6886 0.3044 5.1913  0.00
H: 2.3890 -0.5427 2.0665  0.00
H: 1.5845 -2.0955 1.9057  0.00
H: 2.0885 -1.5369 3.5021  -0.01
C: 5.3781 -1.2343 -1.1311  0.00
C: 5.1660 -0.4275 0.1444  0.00
C: 4.0037 0.5655 -0.0249  0.00
C: 2.9364 0.0355 -1.0002  0.00
C: 2.8606 -1.4936 -0.8955  0.00
C: 4.1581 -2.1218 -1.4217  0.00
P: 1.2871 0.8188 -0.7806  0.00
C: 0.4703 0.6816 -2.4446  0.00
C: -0.3694 -0.5922 -2.6403  0.00
C: -0.8362 -0.6836 -4.0882  0.00
C: 0.3530 -0.9021 -5.0409  0.00
C: 1.6542 -0.3597 -4.4402  0.00
C: 1.3886 0.9295 -3.6699  0.00
C: 1.5369 2.6301 -0.6300  0.00
C: 2.0160 3.0760 0.7593  0.00
C: 1.6988 4.5640 0.9654  0.00
C: 1.7844 5.3535 -0.3502  0.00
C: 2.8203 4.7246 -1.2748  0.00
C: 2.3678 3.3250 -1.7236  0.00
H: 6.2819 -1.8421 -1.0650  0.00
H: 5.5398 -0.5398 -1.9611  0.00
H: 6.0740 0.1133 0.4168  0.00
H: 4.9583 -1.1087 0.9755  0.00
H: 4.3809 1.5243 -0.3877  0.00
H: 3.5575 0.7731 0.9491  0.00
H: 3.2663 0.2702 -2.0175  0.00
H: 1.9973 -1.8990 -1.4236  0.00
H: 2.7174 -1.7528 0.1541  0.00
H: 4.0761 -2.2961 -2.4975  0.00
H: 4.2974 -3.1022 -0.9592  0.00
H: -0.2562 1.4972 -2.3850  0.00
H: -1.2117 -0.5718 -1.9554  0.00
H: 0.2058 -1.4914 -2.4029  0.00
H: -1.3633 0.2404 -4.3457  0.00
H: -1.5661 -1.4890 -4.1943  0.00
H: 0.1640 -0.4002 -5.9931  0.00
H: 0.4644 -1.9640 -5.2718  0.00
H: 2.3936 -0.1899 -5.2262  0.00
H: 2.0948 -1.0981 -3.7634  0.00
H: 0.8944 1.6409 -4.3395  0.00
H: 2.3282 1.4073 -3.3920  0.00
H: 0.5006 2.9799 -0.7327  0.00
H: 3.0955 2.9167 0.8309  0.00
H: 1.5616 2.4806 1.5541  0.00
H: 2.3931 4.9821 1.6988  0.00
H: 0.6998 4.6630 1.3871  0.00
H: 2.0272 6.3988 -0.1516  0.00
H: 0.8084 5.3569 -0.8463  0.00
H: 3.7757 4.6559 -0.7454  0.00
H: 3.0012 5.3482 -2.1523  0.00
H: 3.2413 2.7259 -1.9974  0.00
H: 1.7598 3.4162 -2.6273  0.00
C: -3.1394 -5.7019 0.1835  0.00
N: -2.0022 -4.9276 -0.3141  0.00
N: -2.1406 -3.5462 -0.1889  0.00
C: -0.9346 -2.9753 0.1728  0.01
O: -0.7846 -1.7506 0.2075  0.04
C: -0.0328 -4.0868 0.3903  0.00
C: -0.7305 -5.2188 0.1257  0.00
C: -0.3142 -6.6403 0.2919  0.00
C: -3.1474 -2.8421 -0.9169  0.00
C: -3.6228 -1.6415 -0.4106  0.00
C: -4.5331 -0.9181 -1.1652  0.00
C: -4.9881 -1.4038 -2.3838  0.00
C: -4.5208 -2.6193 -2.8621  0.00
C: -3.5840 -3.3407 -2.1356  0.00
H: -4.0489 -5.3057 -0.2603  0.00
H: -3.2085 -5.6406 1.2724  0.00
H: -3.0216 -6.7348 -0.1332  0.00
H: 1.0018 -4.0121 0.6740  0.00
H: 0.7616 -6.6961 0.4398  0.00
H: -0.5792 -7.2305 -0.5850  0.00
H: -0.7961 -7.0886 1.1627  0.00
H: -3.2748 -1.2513 0.5361  0.00
H: -4.8765 0.0358 -0.7888  0.00
H: -5.7034 -0.8333 -2.9606  0.00
H: -4.8671 -3.0028 -3.8133  0.00
H: -3.1809 -4.2691 -2.5181  0.00

---

> Which of these has the highest charge?

C46H63MnN5O3P

---

> Which of these has the lowest multiplicity?

C46H63BN9O6

---

> Which of these has the lowest multiplicity?

C46H63BN9O6